# 1
{
  "formula": "C25H25FN4O3S",
  "method": "wB97M-V/def2-TZVPD",
  "symbols": ["C", "C", "C", "N", "C", "S", "C", "C", "C", "C", "C", "C", "F", "C", "N", "C", "C", "C", "C", "O", "N", "C", "C", "C", "C", "N", "O", "C", "C", "C", "C", "C", "C", "O", "H", "H", "H", "H", "H", "H", "H", "H", "H", "H", "H", "H", "H", "H", "H", "H", "H", "H", "H", "H", "H", "H", "H", "H", "H"],
  "positions_angstrom": [[1.1068, -0.7357, -5.4311], [0.2184, -1.6673, -5.7182], [-0.7798, -2.2558, -4.7624], [-0.5839, -1.8142, -3.3967], [0.4456, -2.2938, -2.6481], [1.4176, -3.5736, -3.3562], [2.9120, -3.4240, -2.3102], [3.5353, -2.0821, -2.5180], [3.6326, -1.1733, -1.4728], [4.1491, 0.0933, -1.6867], [4.5804, 0.4706, -2.9463], [4.4857, -0.4483, -3.9760], [4.9011, -0.0959, -5.2114], [3.9692, -1.7144, -3.7862], [0.7577, -1.8981, -1.4671], [0.0328, -0.8826, -0.9111], [0.3862, -0.4013, 0.3533], [-0.3363, 0.6226, 0.9292], [0.1182, 1.1894, 2.2421], [1.1620, 1.8111, 2.3246], [-0.6830, 0.9650, 3.3056], [-1.9070, 0.2016, 3.3018], [-3.0898, 1.0865, 3.6946], [-2.8358, 1.7524, 5.0476], [-3.9505, 2.7451, 5.3657], [-4.1278, 2.9719, 6.6883], [-4.6068, 3.3064, 4.5206], [-1.5026, 2.5122, 4.9983], [-0.3749, 1.5689, 4.5829], [-1.4151, 1.1998, 0.2467], [-1.7727, 0.7350, -0.9970], [-1.0596, -0.3111, -1.5863], [-1.4202, -0.7982, -2.9119], [-2.3496, -0.3955, -3.5792], [1.7849, -0.3555, -6.1744], [1.2025, -0.3051, -4.4466], [0.1461, -2.0728, -6.7175], [-0.7372, -3.3496, -4.8001], [-1.7871, -1.9331, -5.0506], [2.6101, -3.5782, -1.2769], [3.5572, -4.2350, -2.6482], [3.2921, -1.4565, -0.4902], [4.2052, 0.7942, -0.8683], [4.9788, 1.4540, -3.1382], [3.8901, -2.3955, -4.6198], [1.2284, -0.8369, 0.8666], [-1.8063, -0.6146, 4.0304], [-2.0670, -0.2369, 2.3166], [-3.2411, 1.8670, 2.9481], [-3.9991, 0.4858, 3.7381], [-2.7900, 0.9900, 5.8331], [-3.5736, 2.5225, 7.3942], [-4.8161, 3.6484, 6.9747], [-1.5819, 3.3206, 4.2692], [-1.2733, 2.9508, 5.9709], [-0.2487, 0.7790, 5.3336], [0.5660, 2.1110, 4.4721], [-1.9565, 2.0172, 0.6985], [-2.5994, 1.1626, -1.5438]],
  "forces_ev_per_angstrom": [[0.0, 0.1, 0.0], [-0.2, 0.0, 0.0], [-0.1, 0.0, -0.4], [-0.2, 0.2, 0.0], [0.5, -0.2, 0.6], [0.2, -0.5, -0.1], [-0.5, 0.0, -0.1], [0.2, 0.2, 0.0], [0.1, -0.1, 0.0], [0.0, 0.0, 0.0], [0.0, 0.0, -0.2], [-0.1, -0.1, 0.2], [0.0, 0.0, 0.0], [0.2, 0.2, 0.0], [0.2, -0.4, -0.1], [-0.6, 0.4, -0.2], [-0.2, 0.2, 0.1], [0.2, 0.0, -0.3], [0.1, -0.1, 0.0], [0.2, 0.1, -0.1], [-0.1, 0.0, 0.2], [-0.4, -0.1, -0.1], [0.1, -0.2, 0.2], [-0.2, 0.3, -0.4], [0.3, -0.5, 0.2], [-0.2, 0.2, 0.5], [-0.2, 0.2, -0.4], [0.1, -0.3, 0.1], [0.2, 0.4, 0.1], [0.0, 0.0, 0.0], [0.0, 0.0, 0.0], [0.3, 0.1, 0.4], [-0.1, 0.0, 0.0], [0.0, 0.1, 0.0], [0.1, 0.0, -0.2], [0.0, 0.0, 0.2], [0.1, 0.0, -0.2], [-0.1, 0.1, 0.0], [0.2, -0.2, 0.1], [0.1, 0.0, 0.0], [-0.1, 0.0, 0.0], [-0.1, 0.0, 0.1], [0.0, 0.1, 0.1], [0.0, 0.1, 0.0], [0.0, 0.0, -0.1], [0.1, -0.1, 0.0], [0.0, 0.0, -0.1], [0.0, 0.0, 0.2], [0.0, 0.0, 0.0], [0.0, 0.0, 0.0], [0.0, 0.0, 0.0], [0.0, 0.0, -0.1], [0.0, 0.0, 0.0], [0.0, 0.1, 0.0], [0.0, 0.1, 0.0], [0.0, 0.0, 0.0], [-0.1, -0.1, 0.1], [-0.1, 0.1, 0.1], [-0.1, 0.1, 0.0]],
  "nbo_charge": [-0.39, -0.18, -0.28, -0.45, 0.33, 0.26, -0.52, -0.02, -0.21, -0.19, -0.29, 0.40, -0.33, -0.29, -0.55, 0.26, -0.22, -0.08, 0.67, -0.62, -0.43, -0.21, -0.40, -0.32, 0.68, -0.82, -0.61, -0.40, -0.22, -0.23, -0.13, -0.23, 0.67, -0.60, 0.21, 0.19, 0.21, 0.22, 0.27, 0.25, 0.24, 0.22, 0.22, 0.23, 0.23, 0.23, 0.19, 0.23, 0.23, 0.22, 0.20, 0.39, 0.40, 0.22, 0.21, 0.18, 0.25, 0.22, 0.24],
  "lumo_energy_ev": 0.377,
  "smiles": "C=CCn1c(SCc2cccc(F)c2)nc2cc(C(=O)N3CCC(C(N)=O)CC3)ccc2c1=O",
  "spin_multiplicity": 1,
  "de_lowest_kj_mol": 0.0
}

***

# 2
{
  "formula": "C25H25IrN2P",
  "method": "wB97M-V/def2-TZVPD",
  "symbols": ["C", "C", "C", "C", "C", "Ir", "N", "C", "C", "H", "H", "H", "H", "H", "H", "H", "H", "H", "H", "N", "P", "C", "C", "C", "C", "C", "C", "C", "C", "C", "C", "C", "C", "C", "C", "C", "C", "C", "C", "H", "H", "H", "H", "H", "H", "H", "H", "H", "H", "H", "H", "H", "H", "H"],
  "positions_angstrom": [[-1.0323, 1.1046, -4.4518], [0.3570, 0.8637, -4.6514], [1.0971, 1.6408, -3.7236], [0.1797, 2.3983, -2.9410], [-1.1578, 2.0686, -3.3780], [-0.3240, 0.2995, -2.6192], [-1.6638, -1.0577, -2.2844], [-0.3604, -2.0614, -2.4737], [0.7266, -1.4107, -3.3125], [2.1768, 1.7123, -3.6900], [0.7710, 0.2180, -5.4124], [0.4412, 3.0904, -2.1520], [-2.0881, 2.4111, -2.9440], [-1.8404, 0.6307, -4.9921], [0.6558, -1.6922, -4.3751], [-1.0312, -2.6864, -3.0862], [-2.4988, -0.7957, -1.5773], [1.7644, -1.6011, -3.0002], [0.0405, -2.6259, -1.6018], [0.1171, 0.3981, -0.7743], [0.0344, 0.2051, 0.8261], [-1.4580, -0.6733, 1.3339], [-2.3619, -0.1457, 2.2721], [-3.5329, -0.8253, 2.6116], [-3.8260, -2.0571, 2.0391], [-2.9361, -2.5950, 1.1217], [-1.7622, -1.9338, 0.7787], [1.5021, -0.8163, 0.9479], [1.7863, -1.5367, 2.1206], [2.9272, -2.3333, 2.1864], [3.7941, -2.4508, 1.1059], [3.5105, -1.7510, -0.0543], [2.3892, -0.9339, -0.1372], [0.2177, 1.6529, 1.9104], [1.2807, 1.7816, 2.8356], [1.3725, 2.9025, 3.6678], [0.4070, 3.9033, 3.6195], [-0.6552, 3.7849, 2.7296], [-0.7541, 2.6771, 1.8872], [-2.1488, 0.8268, 2.7246], [-4.2229, -0.3849, 3.3343], [-4.7364, -2.5866, 2.3037], [-3.1467, -3.5438, 0.6562], [-1.0618, -2.3648, 0.0456], [1.1199, -1.4630, 2.9848], [3.1486, -2.8679, 3.1028], [4.6849, -3.0740, 1.1620], [4.1535, -1.8241, -0.9214], [2.1956, -0.3938, -1.0667], [2.0606, 1.0091, 2.8601], [2.2153, 3.0040, 4.3517], [0.4750, 4.7737, 4.2640], [-1.4262, 4.5485, 2.6681], [-1.5764, 2.5806, 1.1687]],
  "forces_ev_per_angstrom": [[-0.1, 0.7, -0.2], [1.0, 1.9, -2.5], [0.3, 0.2, -1.3], [-0.8, 1.0, -0.7], [0.1, 1.3, -0.7], [-2.1, -1.1, 4.0], [-0.2, 1.6, 1.0], [-1.6, -1.6, 0.3], [0.7, -2.8, -0.5], [-0.2, -0.2, 0.2], [0.0, 0.1, 0.2], [-0.1, -0.3, 0.0], [0.2, 0.2, -0.2], [0.1, 0.1, 0.1], [-0.2, 0.4, 0.4], [0.9, -0.5, -0.1], [2.6, -2.0, -1.5], [-0.6, 0.1, 0.4], [-0.7, 0.9, -0.2], [-0.1, 0.7, 0.1], [-1.4, -0.8, 1.2], [1.5, 1.5, -0.5], [-1.3, 0.3, 0.9], [1.0, 1.2, 0.3], [-0.5, -0.6, -0.1], [0.7, 0.1, -0.2], [0.1, -0.9, -0.8], [1.1, -0.5, 0.5], [0.1, 0.1, -0.3], [0.0, -0.1, 0.3], [-0.1, 0.0, 0.1], [-0.2, 0.2, -0.2], [-0.1, -0.1, 0.1], [0.1, 0.0, 0.5], [0.1, 0.1, -0.3], [0.1, -0.4, -0.2], [-0.2, 0.0, -0.1], [-0.2, -0.3, -0.3], [0.2, -0.2, -0.4], [-0.2, -0.4, -0.1], [0.3, -0.1, -0.2], [0.1, 0.1, -0.1], [0.0, -0.2, -0.1], [-0.5, 0.1, 0.5], [0.1, 0.0, -0.3], [-0.1, 0.0, 0.0], [-0.2, 0.1, 0.1], [0.1, 0.0, 0.0], [0.1, -0.1, 0.4], [-0.4, 0.4, 0.1], [-0.2, -0.1, -0.1], [0.0, -0.1, -0.1], [0.2, 0.0, 0.1], [0.2, 0.2, 0.3]],
  "lowdin_charge": [-0.22, -0.26, -0.20, -0.22, -0.23, 1.42, -0.17, -0.30, -0.26, 0.12, 0.11, 0.11, 0.11, 0.12, 0.05, 0.10, 0.13, 0.05, 0.09, -0.31, 0.82, -0.33, -0.12, -0.12, -0.14, -0.12, -0.15, -0.30, -0.08, -0.08, -0.09, -0.09, -0.09, -0.29, -0.07, -0.09, -0.10, -0.09, -0.12, 0.08, 0.10, 0.09, 0.09, 0.07, 0.12, 0.10, 0.11, 0.10, 0.07, 0.10, 0.10, 0.10, 0.10, 0.11],
  "lumo_energy_ev": [0.418, -1.786],
  "spin_multiplicity": 6
}

***

# 3
{
  "formula": "C25H25N3O3S3",
  "method": "wB97M-V/def2-TZVPD",
  "symbols": ["C", "C", "C", "C", "C", "N", "C", "C", "O", "N", "C", "C", "S", "C", "N", "C", "C", "C", "C", "C", "C", "S", "S", "O", "O", "C", "C", "C", "C", "C", "C", "C", "C", "C", "H", "H", "H", "H", "H", "H", "H", "H", "H", "H", "H", "H", "H", "H", "H", "H", "H", "H", "H", "H", "H", "H", "H", "H", "H"],
  "positions_angstrom": [[3.1402, 1.1375, -4.0127], [2.8452, 0.9357, -2.5577], [1.7327, 0.2207, -2.1393], [1.4628, 0.0702, -0.7921], [2.2998, 0.6234, 0.1674], [2.0358, 0.4258, 1.5448], [1.5640, 1.5455, 2.3383], [0.3979, 2.2973, 1.6876], [0.4416, 3.4952, 1.4889], [-0.6567, 1.5231, 1.3779], [-1.8120, 2.0506, 0.6960], [-1.8443, 1.6694, -0.7793], [-2.0134, -0.1290, -1.0409], [-3.6599, -0.3525, -0.5762], [-4.4444, 0.5816, -0.1845], [-5.6915, 0.1068, 0.1040], [-6.7656, 0.8688, 0.5513], [-7.9684, 0.2402, 0.7977], [-8.1168, -1.1309, 0.6066], [-7.0619, -1.9069, 0.1638], [-5.8530, -1.2835, -0.0855], [-4.3553, -1.9798, -0.6453], [1.4372, -1.0701, 2.0083], [0.0377, -1.2171, 1.6774], [1.7728, -1.2188, 3.3922], [2.4220, -2.1690, 1.0032], [3.7953, -2.1186, 1.1403], [4.5801, -2.9441, 0.3535], [3.9816, -3.8084, -0.5508], [2.6018, -3.8578, -0.6685], [1.8122, -3.0313, 0.1142], [3.4419, 1.3252, -0.2322], [4.3946, 1.9050, 0.7667], [3.6827, 1.4741, -1.5896], [2.8986, 2.1596, -4.3042], [2.5525, 0.4594, -4.6257], [4.1963, 0.9742, -4.2178], [1.0624, -0.2163, -2.8646], [0.5907, -0.4797, -0.4791], [1.2552, 1.1301, 3.3009], [2.3721, 2.2624, 2.5044], [-0.6085, 0.5179, 1.5203], [-2.7240, 1.6975, 1.1842], [-1.7579, 3.1410, 0.7710], [-2.6885, 2.1434, -1.2766], [-0.9094, 1.9387, -1.2702], [-6.6380, 1.9296, 0.6953], [-8.8102, 0.8202, 1.1448], [-9.0694, -1.5971, 0.8072], [-7.1723, -2.9695, 0.0150], [4.2263, -1.4416, 1.8599], [5.6550, -2.9150, 0.4452], [4.5954, -4.4504, -1.1646], [2.1407, -4.5369, -1.3690], [0.7357, -3.0429, 0.0478], [4.4259, 1.2925, 1.6647], [4.0804, 2.9110, 1.0457], [5.3940, 1.9713, 0.3424], [4.5602, 2.0227, -1.9027]],
  "forces_ev_per_angstrom": [[0.0, 0.1, 0.0], [0.0, 0.0, 0.0], [0.1, 0.0, 0.0], [0.0, 0.2, -0.1], [0.1, 0.1, -0.8], [-0.1, -1.0, 0.1], [-0.1, 0.3, 0.3], [0.1, -0.2, 0.1], [0.2, 0.3, 0.0], [-0.2, -0.3, -0.1], [-0.1, 0.2, 0.0], [-0.2, -0.2, 0.1], [0.5, 0.2, -0.2], [-0.3, -0.4, 0.0], [0.6, 0.6, -0.1], [-0.6, -0.8, 0.0], [0.1, -0.1, 0.0], [0.0, 0.1, 0.0], [0.0, -0.1, 0.0], [0.0, -0.1, 0.0], [0.2, 0.3, 0.0], [0.0, 0.5, 0.1], [0.4, 0.0, 0.2], [0.2, -0.3, -0.3], [0.2, 0.0, 0.1], [-0.3, 0.3, 0.3], [0.1, 0.0, 0.1], [0.0, 0.1, 0.1], [0.0, 0.0, 0.0], [0.0, 0.0, 0.1], [-0.2, 0.0, 0.0], [-0.1, 0.0, 0.1], [0.0, 0.0, 0.0], [-0.2, -0.1, 0.0], [0.0, 0.0, -0.1], [0.0, 0.0, -0.1], [0.1, 0.0, -0.1], [-0.1, -0.1, -0.1], [-0.1, 0.0, 0.0], [0.0, 0.2, 0.1], [-0.1, -0.1, 0.0], [0.0, 0.2, 0.0], [0.1, 0.1, -0.1], [-0.1, -0.2, 0.0], [0.1, 0.1, 0.0], [0.0, 0.0, 0.0], [0.0, 0.1, 0.0], [-0.1, 0.0, 0.0], [-0.1, 0.0, 0.0], [-0.1, -0.1, 0.0], [0.2, 0.1, 0.1], [0.1, 0.0, 0.0], [0.1, 0.0, -0.1], [0.0, -0.1, -0.1], [-0.1, 0.0, -0.1], [0.1, 0.0, 0.1], [0.0, 0.1, 0.1], [0.1, 0.0, 0.0], [0.1, 0.1, 0.0]],
  "nbo_charge": [-0.63, -0.02, -0.17, -0.28, 0.19, -0.71, -0.32, 0.66, -0.63, -0.64, -0.25, -0.51, 0.28, -0.08, -0.51, 0.19, -0.23, -0.21, -0.22, -0.20, -0.25, 0.37, 2.31, -0.96, -0.93, -0.24, -0.20, -0.21, -0.18, -0.20, -0.21, -0.03, -0.64, -0.20, 0.22, 0.22, 0.22, 0.21, 0.24, 0.25, 0.23, 0.43, 0.22, 0.24, 0.24, 0.24, 0.22, 0.22, 0.22, 0.22, 0.23, 0.22, 0.22, 0.22, 0.24, 0.22, 0.23, 0.22, 0.21],
  "lumo_energy_ev": 0.346,
  "smiles": "Cc1ccc(N(CC(=O)NCCSc2nc3ccccc3s2)S(=O)(=O)c2ccccc2)c(C)c1",
  "spin_multiplicity": 1,
  "de_lowest_kj_mol": 8.3
}

***

# 4
{
  "formula": "C25H25NO6",
  "method": "wB97M-V/def2-TZVPD",
  "symbols": ["C", "C", "C", "C", "O", "O", "C", "C", "C", "C", "C", "O", "C", "C", "C", "O", "C", "C", "C", "C", "C", "C", "C", "O", "C", "C", "C", "C", "C", "C", "O", "N", "H", "H", "H", "H", "H", "H", "H", "H", "H", "H", "H", "H", "H", "H", "H", "H", "H", "H", "H", "H", "H", "H", "H", "H", "H"],
  "positions_angstrom": [[1.5565, 1.4632, 2.0837], [0.4690, 1.4867, 1.0607], [0.3938, 0.6947, -0.0338], [1.3707, -0.3167, -0.4201], [1.3491, -0.8968, -1.4873], [2.3039, -0.5817, 0.5208], [3.3405, -1.4699, 0.1445], [4.4292, -0.7362, -0.6540], [5.5336, -1.7028, -1.1265], [6.8248, -1.0148, -0.6801], [6.3346, -0.1973, 0.5139], [5.0543, 0.2627, 0.1391], [-0.7890, 0.7656, -0.9818], [-1.6316, -0.4796, -0.8103], [-1.7862, -1.3514, -1.8241], [-2.5061, -2.4769, -1.7829], [-3.1532, -2.7794, -0.6339], [-3.9106, -3.9530, -0.6051], [-4.5867, -4.3011, 0.5421], [-4.5210, -3.4922, 1.6749], [-3.7758, -2.3370, 1.6499], [-3.0793, -1.9598, 0.4976], [-2.2812, -0.7223, 0.4744], [-2.1884, 0.0144, 1.4487], [-1.6544, 1.9778, -0.7278], [-1.5169, 2.6962, 0.4078], [-2.4232, 3.8344, 0.7614], [-3.7735, 3.6537, 0.0769], [-3.5625, 3.4676, -1.4189], [-2.6816, 2.2644, -1.7124], [-2.8274, 1.6019, -2.7253], [-0.4956, 2.4392, 1.2768], [1.4776, 0.5602, 2.6858], [1.4888, 2.3301, 2.7388], [2.5340, 1.4486, 1.6082], [2.9300, -2.2815, -0.4663], [3.7486, -1.8582, 1.0798], [3.9438, -0.2198, -1.4897], [5.4937, -1.8634, -2.2007], [5.4215, -2.6658, -0.6268], [7.6113, -1.7165, -0.4138], [7.1897, -0.3458, -1.4594], [6.9476, 0.6774, 0.7341], [6.2718, -0.8276, 1.4138], [-0.4287, 0.7784, -2.0166], [-1.3187, -1.2051, -2.7873], [-3.9495, -4.5648, -1.4925], [-5.1725, -5.2078, 0.5627], [-5.0560, -3.7756, 2.5686], [-3.7042, -1.6891, 2.5105], [-2.5481, 3.8831, 1.8458], [-1.9656, 4.7744, 0.4325], [-4.4122, 4.5186, 0.2664], [-4.2646, 2.7686, 0.4863], [-4.5103, 3.3391, -1.9435], [-3.0664, 4.3487, -1.8381], [-0.4771, 2.9404, 2.1525]],
  "forces_ev_per_angstrom": [[0.1, 0.0, 0.1], [0.3, -0.3, -0.4], [-0.3, 0.4, -0.1], [0.2, -0.2, -0.1], [0.0, 0.1, 0.1], [-0.2, 0.2, 0.1], [0.5, -0.1, -0.5], [-0.5, -0.3, -0.1], [-0.1, 0.2, 0.1], [-0.1, 0.1, 0.2], [0.3, -0.1, 0.0], [-0.1, 0.2, 0.0], [-0.1, -0.1, 0.1], [0.0, -0.1, -0.1], [0.3, 0.5, 0.3], [-0.1, -0.3, -0.2], [-0.3, 0.0, 0.8], [0.1, 0.1, -0.2], [0.1, 0.0, -0.1], [0.0, 0.1, 0.1], [0.0, 0.0, -0.1], [-0.1, -0.2, -0.2], [0.0, -0.1, -0.2], [0.0, -0.1, 0.0], [0.6, -0.3, 0.2], [-0.2, 0.1, -0.5], [-0.2, -0.1, 0.0], [0.1, 0.2, 0.0], [-0.2, -0.1, -0.1], [-0.3, 0.5, 0.0], [0.1, 0.0, 0.0], [0.0, 0.2, 0.3], [0.0, 0.0, 0.1], [0.0, 0.1, 0.0], [0.0, 0.0, 0.1], [0.1, 0.1, 0.2], [0.0, 0.0, -0.1], [0.1, -0.1, 0.1], [0.0, -0.1, 0.0], [0.0, -0.1, 0.0], [0.1, 0.0, 0.0], [0.0, 0.0, 0.0], [0.0, -0.1, 0.0], [0.0, 0.1, 0.0], [-0.1, 0.0, 0.1], [0.0, 0.0, 0.0], [0.0, -0.1, -0.1], [0.0, -0.1, 0.0], [0.0, 0.0, 0.1], [0.0, 0.1, 0.1], [0.1, 0.0, 0.0], [0.0, 0.0, 0.1], [0.0, 0.0, 0.0], [0.0, 0.0, 0.0], [0.1, 0.0, -0.1], [0.0, 0.0, 0.0], [0.0, -0.1, -0.2]],
  "nbo_charge": [-0.65, 0.30, -0.18, 0.77, -0.63, -0.52, -0.09, 0.06, -0.43, -0.43, -0.07, -0.53, -0.26, -0.20, 0.26, -0.42, 0.31, -0.25, -0.18, -0.24, -0.16, -0.14, 0.50, -0.61, -0.22, 0.32, -0.43, -0.38, -0.50, 0.57, -0.58, -0.57, 0.24, 0.20, 0.26, 0.21, 0.19, 0.20, 0.23, 0.20, 0.21, 0.21, 0.19, 0.15, 0.24, 0.21, 0.23, 0.22, 0.22, 0.23, 0.21, 0.22, 0.21, 0.21, 0.23, 0.22, 0.40],
  "lumo_energy_ev": 0.336,
  "smiles": "CC1=C(C(=O)OC[C@@H]2CCCO2)[C@@H](c2coc3ccccc3c2=O)C2=C(CCCC2=O)N1",
  "spin_multiplicity": 1,
  "de_lowest_kj_mol": 160.9
}

***

Number 1: electronic energy -51988.41669 eV. Number 2: electronic energy -41427.28759 eV. Number 3: electronic energy -69450.38163 eV. Number 4: electronic energy -40106.45186 eV.